{"formula": "C31H54ClLiN4O6P", "method": "ωB97M-V/def2-TZVPD", "symbols": ["C", "C", "C", "C", "N", "C", "C", "C", "C", "C", "C", "C", "C", "C", "O", "C", "C", "O", "O", "C", "C", "C", "C", "C", "P", "N", "O", "C", "C", "C", "C", "C", "H", "H", "H", "H", "H", "H", "H", "H", "H", "H", "H", "H", "H", "H", "H", "H", "H", "H", "H", "H", "H", "H", "H", "H", "H", "H", "H", "H", "H", "H", "H", "H", "H", "H", "H", "H", "H", "H", "H", "H", "H", "H", "H", "H", "H", "H", "N", "C", "C", "C", "C", "C", "H", "H", "H", "H", "H", "C", "N", "O", "O", "H", "H", "H", "Cl", "Li"], "xyz": [[-3.028, 3.734, -1.396], [-2.224, 3.489, -2.250], [-1.262, 3.018, -3.284], [-0.347, 2.035, -2.639], [0.835, 2.141, -2.171], [1.376, 0.867, -1.558], [0.902, 0.982, -0.085], [1.694, 2.005, 0.768], [1.650, 1.514, 2.244], [1.728, 2.643, 3.293], [1.130, 2.120, 4.635], [2.189, 1.537, 5.597], [2.374, 0.003, 5.459], [1.484, -0.794, 6.424], [0.114, -0.707, 5.957], [-0.406, -1.927, 5.605], [-1.517, -2.446, 6.501], [0.003, -2.531, 4.656], [2.729, 0.823, -1.797], [3.449, -0.064, -0.916], [4.619, -0.790, -1.606], [4.808, -2.163, -0.894], [5.916, -2.998, -1.557], [0.457, -0.145, -2.317], [0.923, -0.498, -4.111], [2.574, -0.995, -4.203], [-0.019, -1.867, -4.434], [-0.876, 0.618, -2.524], [-2.094, 0.318, -1.634], [-2.336, -1.216, -1.451], [-3.507, -1.753, -2.337], [-4.302, -2.877, -1.594], [-3.632, 3.815, -0.518], [-0.697, 3.858, -3.701], [-1.773, 2.460, -4.081], [1.377, 2.999, -2.188], [-0.147, 1.283, -0.042], [0.965, 0.001, 0.402], [2.725, 2.152, 0.435], [1.217, 2.994, 0.752], [2.401, 0.731, 2.405], [0.670, 1.030, 2.371], [2.761, 2.949, 3.477], [1.081, 3.466, 2.972], [0.659, 2.964, 5.156], [0.357, 1.362, 4.472], [3.160, 2.035, 5.482], [1.901, 1.720, 6.641], [2.200, -0.359, 4.442], [3.408, -0.230, 5.756], [1.806, -1.840, 6.480], [1.529, -0.358, 7.428], [-2.367, -1.763, 6.403], [-1.148, -2.417, 7.534], [-1.773, -3.477, 6.269], [2.820, -0.817, -0.431], [3.892, 0.556, -0.126], [4.463, -0.940, -2.676], [5.549, -0.220, -1.496], [3.829, -2.662, -0.904], [5.064, -1.916, 0.146], [6.117, -3.868, -0.924], [6.829, -2.395, -1.589], [5.591, -3.305, -2.553], [0.447, -1.091, -1.754], [2.642, -1.760, -4.871], [3.111, -0.221, -4.582], [0.012, -1.954, -5.395], [-1.184, 0.373, -3.558], [-2.109, 0.840, -0.676], [-2.969, 0.683, -2.186], [-1.405, -1.799, -1.572], [-2.665, -1.344, -0.414], [-3.080, -2.143, -3.283], [-4.225, -0.970, -2.584], [-4.674, -3.590, -2.331], [-3.650, -3.360, -0.855], [-5.119, -2.406, -1.045], [-1.383, 0.720, -6.741], [-0.658, 0.632, -7.863], [-0.975, 1.290, -9.037], [-2.112, 2.088, -9.057], [-2.880, 2.194, -7.911], [-2.482, 1.498, -6.779], [0.222, -0.004, -7.805], [-0.349, 1.183, -9.913], [-2.393, 2.618, -9.959], [-3.773, 2.802, -7.882], [-3.070, 1.564, -5.846], [-4.406, -1.025, 9.522], [-3.702, -2.295, 9.849], [-3.825, -3.224, 9.076], [-3.053, -2.311, 10.870], [-4.942, -1.158, 8.589], [-5.090, -0.812, 10.337], [-3.652, -0.248, 9.433], [-4.885, 2.221, -4.971], [-1.598, -2.878, -2.980]], "forces_ev_per_angstrom": [[0.485, -0.377, 0.349], [0.236, -0.478, -0.480], [0.198, 0.898, 0.408], [-1.457, -0.807, 0.106], [0.339, 0.323, -0.660], [-1.655, 0.373, 0.088], [1.107, 0.030, 0.309], [-0.142, -0.235, 0.701], [-0.225, 0.629, -0.502], [-0.784, -1.432, 0.493], [0.726, 0.671, 0.551], [-0.264, -0.650, -0.012], [0.429, 0.071, 0.914], [0.377, 0.536, -0.829], [-0.384, -0.542, 0.719], [-0.375, -0.421, 0.087], [0.600, 0.580, 0.118], [0.261, -0.046, -0.271], [-0.372, -0.269, 0.080], [1.366, 0.056, 0.098], [-0.030, -0.431, 0.288], [0.181, 0.984, -0.520], [-0.566, 0.303, 0.898], [0.752, -1.218, 0.265], [0.486, 2.200, -0.943], [-0.916, -0.997, 0.222], [0.615, -0.292, 1.285], [0.864, -0.644, -0.443], [-0.318, -0.325, -0.512], [-1.193, 1.031, 0.073], [0.377, -0.767, 0.901], [0.822, 0.534, -0.486], [-0.180, 0.325, -0.331], [-0.179, -0.067, -0.087], [-0.208, 0.410, 0.003], [0.017, -0.020, 0.054], [0.103, -0.215, -0.248], [0.063, 0.080, -0.175], [-0.158, -0.098, -0.060], [-0.010, -0.185, -0.233], [-0.040, 0.149, 0.012], [0.186, 0.038, 0.061], [-0.179, 0.354, -0.239], [0.438, 0.103, -0.163], [-0.017, -0.137, -0.190], [0.026, 0.207, -0.086], [-0.225, 0.004, -0.188], [-0.033, 0.078, -0.216], [0.097, 0.040, 0.105], [-0.139, -0.087, -0.262], [-0.145, 0.128, -0.099], [-0.126, -0.072, -0.135], [-0.013, -0.241, 0.178], [-0.231, 0.143, -0.111], [-0.085, 0.213, -0.247], [-0.311, 0.235, -0.332], [-0.298, -0.177, 0.023], [-0.259, 0.027, 0.211], [-0.204, 0.040, -0.037], [0.293, -0.204, 0.061], [-0.074, -0.397, -0.070], [0.052, -0.051, -0.355], [-0.066, -0.199, -0.269], [0.302, -0.027, 0.040], [-0.254, 0.327, 0.129], [0.258, -0.109, 0.171], [-0.068, 0.054, 0.005], [-0.519, 0.002, -0.142], [-0.305, 0.276, 0.139], [0.318, -0.143, -0.079], [0.177, 0.227, 0.204], [-0.020, 0.240, 0.488], [0.343, -0.251, -0.124], [-0.938, 0.471, -0.353], [0.459, 0.077, -0.406], [-0.237, -0.066, 0.372], [-0.217, -0.244, -0.189], [-0.019, -0.224, -0.104], [-0.086, 0.111, -0.229], [-0.081, -0.040, 0.226], [0.007, 0.000, -0.027], [-0.029, 0.024, -0.008], [0.103, 0.011, -0.164], [0.427, -0.426, 0.707], [0.055, 0.031, -0.090], [0.003, -0.018, 0.017], [0.014, -0.014, 0.005], [-0.035, -0.040, 0.134], [0.189, 0.019, -0.764], [-0.138, 0.055, -0.168], [-0.062, 0.001, -0.035], [0.041, -0.017, -0.060], [0.067, 0.003, 0.040], [0.020, -0.070, 0.017], [0.093, 0.044, 0.051], [-0.005, 0.003, 0.126], [-0.058, -0.052, 0.726], [0.554, 0.052, -0.527]], "lumo_ev": -3.87, "energy_ha": -2692.7178, "total_charge": 1, "max_force_ev_per_a": 2.4, "homo_lumo_gap_ev": 4.88, "homo_ev": -8.8}



{"formula": "C31H54EuN3OP2", "method": "ωB97M-V/def2-TZVPD", "symbols": ["C", "C", "C", "C", "C", "H", "H", "H", "N", "P", "P", "C", "H", "H", "C", "O", "C", "H", "C", "C", "C", "C", "C", "H", "H", "H", "C", "H", "H", "H", "C", "H", "H", "H", "C", "H", "H", "H", "C", "H", "H", "H", "C", "H", "H", "H", "C", "H", "H", "H", "C", "H", "H", "H", "C", "H", "H", "H", "C", "H", "H", "H", "C", "H", "H", "H", "C", "H", "H", "H", "Eu", "N", "C", "C", "C", "C", "C", "H", "H", "H", "H", "H", "H", "H", "H", "H", "C", "C", "N", "H", "H", "H"], "xyz": [[-0.349, -0.359, -2.903], [-2.000, 0.391, -1.391], [-1.280, -0.502, -3.929], [-2.965, 0.309, -2.431], [-2.601, -0.118, -3.694], [-0.940, -0.876, -4.892], [-3.984, 0.617, -2.192], [-3.330, -0.136, -4.502], [-0.680, 0.121, -1.694], [2.327, -0.157, -1.983], [-2.192, 0.680, 1.616], [1.095, -0.821, -3.178], [1.117, -1.924, -3.138], [1.374, -0.562, -4.211], [1.311, 0.789, 2.947], [1.628, 0.540, 4.022], [-2.450, 0.885, -0.107], [-3.257, 1.623, -0.258], [-3.753, -0.326, 2.209], [-2.167, 2.484, 2.339], [3.563, -1.541, -1.547], [3.081, 1.238, -3.022], [-3.245, -1.259, 3.320], [-2.979, -0.701, 4.228], [-4.036, -1.976, 3.587], [-2.359, -1.817, 2.992], [-4.896, 0.526, 2.763], [-4.599, 1.133, 3.625], [-5.347, 1.168, 1.997], [-5.689, -0.152, 3.117], [-4.273, -1.134, 1.016], [-4.986, -1.892, 1.375], [-4.800, -0.501, 0.290], [-3.460, -1.648, 0.491], [-2.043, 2.372, 3.869], [-1.121, 1.855, 4.169], [-2.015, 3.386, 4.295], [-2.890, 1.842, 4.324], [-0.929, 3.208, 1.779], [0.021, 2.793, 2.163], [-0.919, 3.240, 0.672], [-0.953, 4.258, 2.109], [-3.406, 3.289, 1.948], [-4.326, 2.906, 2.396], [-3.276, 4.319, 2.317], [-3.544, 3.348, 0.863], [4.177, 1.909, -2.174], [4.604, 2.733, -2.763], [3.767, 2.330, -1.244], [4.995, 1.227, -1.909], [1.966, 2.263, -3.304], [1.134, 1.827, -3.872], [1.567, 2.718, -2.384], [2.398, 3.071, -3.912], [3.649, 0.763, -4.366], [4.070, 1.642, -4.874], [4.454, 0.030, -4.265], [2.880, 0.345, -5.026], [2.846, -2.902, -1.567], [2.631, -3.240, -2.590], [3.509, -3.655, -1.111], [1.908, -2.891, -0.997], [4.066, -1.235, -0.117], [3.246, -1.219, 0.618], [4.773, -2.021, 0.185], [4.593, -0.271, -0.065], [4.766, -1.625, -2.491], [4.473, -1.913, -3.509], [5.358, -0.702, -2.518], [5.434, -2.417, -2.114], [0.625, 1.080, 0.254], [-0.150, -1.098, 0.999], [-0.868, -2.029, 1.090], [-1.015, -3.554, 1.270], [-2.461, -3.991, 1.079], [-0.154, -4.245, 0.216], [-0.536, -3.937, 2.671], [-3.110, -3.535, 1.837], [-2.809, -3.718, 0.076], [-2.535, -5.083, 1.183], [0.912, -4.067, 0.402], [-0.325, -5.330, 0.239], [-0.400, -3.882, -0.792], [-0.549, -5.030, 2.784], [0.489, -3.584, 2.845], [-1.178, -3.508, 3.447], [3.457, 5.031, 1.671], [2.747, 3.872, 1.181], [2.197, 2.931, 0.762], [4.497, 5.004, 1.318], [3.448, 5.035, 2.770], [2.975, 5.948, 1.303]], "forces_ev_per_angstrom": [[-0.251, -0.360, -0.575], [0.078, 0.346, 0.427], [0.775, 0.024, 0.120], [0.072, 0.027, -0.535], [-0.278, 0.361, 0.527], [-0.193, 0.072, 0.138], [0.262, -0.195, -0.171], [0.077, -0.114, 0.174], [-0.309, -0.429, 0.316], [-0.097, 0.347, 0.101], [0.516, 0.789, 0.390], [-0.384, -0.289, -0.002], [-0.104, 0.436, 0.056], [-0.176, -0.095, 0.384], [1.043, -0.919, 3.094], [-0.940, 0.710, -2.865], [0.255, 1.495, -0.713], [-0.042, -0.646, -0.190], [0.351, 0.685, 0.225], [-0.759, -0.923, -0.397], [0.010, 0.328, -0.387], [0.206, -0.594, 0.308], [-0.157, 0.003, -0.020], [0.002, -0.097, -0.231], [0.183, 0.079, 0.017], [-0.201, 0.148, 0.182], [-0.329, -0.268, 0.105], [-0.091, -0.115, -0.253], [0.147, -0.128, 0.145], [0.089, 0.118, -0.064], [-0.013, -0.050, 0.053], [0.138, 0.136, -0.026], [0.260, -0.113, 0.163], [-0.246, 0.170, -0.003], [0.015, 0.261, -0.096], [-0.179, 0.049, -0.109], [-0.015, -0.199, 0.035], [0.266, 0.176, -0.157], [-0.047, 0.056, 0.131], [-0.392, 0.100, -0.056], [-0.144, -0.045, 0.316], [0.046, -0.208, -0.050], [-0.020, 0.576, 0.281], [0.308, 0.090, -0.118], [-0.130, -0.074, -0.121], [0.076, -0.048, 0.149], [0.039, 0.147, -0.156], [0.009, -0.096, 0.191], [0.080, -0.150, -0.264], [-0.217, 0.176, -0.107], [0.063, -0.100, 0.031], [0.146, 0.102, 0.151], [0.078, -0.128, -0.168], [-0.141, -0.112, 0.141], [0.246, 0.328, -0.122], [-0.082, -0.195, -0.031], [-0.239, 0.262, -0.032], [0.168, 0.119, 0.139], [0.001, 0.013, 0.132], [0.060, 0.124, 0.273], [-0.165, 0.197, -0.085], [0.230, 0.073, -0.166], [-0.015, -0.099, -0.087], [0.135, -0.032, -0.225], [-0.140, 0.196, -0.021], [-0.139, -0.200, -0.036], [0.319, -0.360, 0.171], [0.056, 0.136, 0.245], [-0.191, -0.257, -0.043], [-0.107, 0.147, -0.123], [-1.266, -0.105, -0.543], [-2.406, -3.677, 0.188], [3.993, 0.272, -0.027], [-0.868, 0.240, -0.106], [-0.413, -0.118, 0.045], [0.426, 0.193, -0.441], [0.247, 0.339, 0.384], [0.092, -0.163, -0.330], [-0.068, -0.090, 0.250], [0.099, 0.269, -0.024], [-0.237, -0.040, -0.028], [-0.055, 0.317, 0.106], [0.069, -0.127, 0.230], [-0.052, 0.261, -0.164], [-0.183, -0.111, -0.033], [0.113, -0.114, -0.128], [0.243, 0.483, 0.238], [-1.120, -2.100, -1.040], [1.686, 2.615, 1.051], [-0.307, -0.009, 0.096], [0.002, -0.001, -0.329], [0.133, -0.294, 0.107]], "lumo_ev": [-2.30, -2.27], "energy_ha": -2845.9380, "s_squared": 15.76, "total_charge": 1, "multiplicity": 8, "max_force_ev_per_a": 4.4, "homo_lumo_gap_ev": [6.16, 6.22], "homo_ev": [-8.5, -8.5]}